The following is a DFT calculation (wB97M-V/def2-TZVPD) of a cluster of 2 separate species, C56H72N3O in total.

## Properties
Total charge = +1
LUMO energy = -5.0 eV
E_HOMO = -0.301 hartree
Molecular weight = 803.212 u
Spin multiplicity = 1
Kohn-Sham gap = 3.18 eV

Each line ends with the Mulliken charge.
Element x y z (Å)
C1 -5.85 -0.39 -1.46  -1.310
C2 -5.65 0.30 -0.10  0.282
C3 -6.44 1.61 -0.02  -1.604
C4 -4.16 0.50 0.17  0.395
C5 -3.50 1.66 -0.24  -0.461
C6 -2.12 1.79 -0.10  0.618
C7 -1.41 3.01 -0.68  2.171
C8 -2.25 4.29 -0.61  -1.941
C9 -0.83 2.76 -2.07  -1.413
C10 -1.39 0.76 0.56  -0.325
C11 0.05 0.89 0.76  -2.007
N1 0.60 1.75 1.70  2.136
C12 -0.04 2.89 2.32  -0.913
C13 0.37 4.19 1.98  0.875
C14 1.60 4.43 1.13  2.146
C15 2.85 4.40 1.99  -1.339
C16 1.49 5.69 0.26  -1.645
C17 -0.39 5.26 2.47  -0.478
C18 -1.54 5.03 3.22  -1.487
C19 -1.93 3.74 3.54  -0.225
C20 -1.14 2.65 3.17  -0.115
C21 -1.37 1.29 3.82  2.227
C22 -2.82 1.09 4.29  -2.225
C23 -0.39 1.05 4.96  -1.676
N2 1.94 1.61 1.73  -0.141
N3 2.24 0.69 0.79  1.508
C24 3.64 0.52 0.45  -0.723
C25 4.19 1.28 -0.60  0.320
C26 3.38 2.32 -1.38  2.129
C27 2.97 1.77 -2.73  -1.278
C28 4.13 3.65 -1.53  -1.493
C29 5.53 1.08 -0.94  -0.597
C30 6.33 0.25 -0.17  -1.247
C31 5.81 -0.35 0.98  -1.072
C32 4.47 -0.23 1.31  0.061
C33 3.99 -0.86 2.62  0.631
C34 2.73 -1.72 2.50  -1.154
C35 3.86 0.19 3.73  -1.322
C36 1.08 0.24 0.12  2.342
C37 0.99 -0.68 -0.94  -2.521
C38 -2.08 -0.40 1.03  0.728
C39 -1.38 -1.52 1.80  2.584
C40 -0.92 -2.60 0.84  -1.391
C41 -2.20 -2.21 2.89  -1.643
C42 -3.43 -0.54 0.74  -0.931
H1 -5.25 -1.32 -1.51  0.325
H2 -6.90 -0.64 -1.63  0.420
H3 -5.51 0.26 -2.27  0.273
H4 -6.02 -0.38 0.68  0.390
H5 -6.21 2.14 0.91  0.362
H6 -6.20 2.26 -0.86  0.319
H7 -7.51 1.41 -0.04  0.435
H8 -4.08 2.47 -0.70  0.047
H9 -0.55 3.18 -0.01  -0.614
H10 -2.73 4.38 0.37  0.402
H11 -1.61 5.18 -0.75  0.263
H12 -3.02 4.31 -1.39  0.439
H13 -0.22 1.84 -2.07  0.140
H14 -1.63 2.64 -2.82  0.364
H15 -0.19 3.60 -2.38  0.385
H16 1.66 3.58 0.43  -1.051
H17 2.99 3.37 2.34  0.007
H18 3.75 4.71 1.43  0.436
H19 2.73 5.05 2.87  0.353
H20 0.58 5.66 -0.34  0.153
H21 1.48 6.59 0.89  0.475
H22 2.35 5.77 -0.43  0.377
H23 -0.09 6.29 2.26  0.275
H24 -2.13 5.87 3.59  0.396
H25 -2.83 3.57 4.12  0.362
H26 -1.17 0.54 3.04  -0.747
H27 -3.52 1.26 3.46  0.320
H28 -2.97 0.08 4.68  0.352
H29 -3.04 1.80 5.11  0.577
H30 0.64 1.28 4.65  0.262
H31 -0.65 1.71 5.81  0.409
H32 -0.42 0.01 5.31  0.365
H33 2.48 2.51 -0.78  -1.210
H34 2.44 0.82 -2.61  0.084
H35 2.30 2.47 -3.25  0.351
H36 3.85 1.60 -3.36  0.392
H37 4.44 4.05 -0.56  0.334
H38 5.03 3.53 -2.15  0.424
H39 3.48 4.40 -2.01  0.341
H40 5.94 1.61 -1.81  0.361
H41 7.38 0.10 -0.45  0.389
H42 6.48 -0.93 1.63  0.417
H43 4.81 -1.54 2.91  0.712
H44 2.76 -2.36 1.61  0.191
H45 2.64 -2.37 3.39  0.634
H46 1.83 -1.10 2.46  -0.210
H47 4.81 0.73 3.86  0.380
H48 3.09 0.92 3.47  -0.070
H49 3.60 -0.28 4.68  0.447
H50 1.87 -1.25 -1.20  0.410
H51 0.08 -0.62 -1.54  0.785
H52 -0.47 -1.12 2.27  -0.744
H53 -0.25 -2.20 0.07  0.059
H54 -0.38 -3.40 1.37  0.524
H55 -1.77 -3.06 0.31  0.234
H56 -2.59 -1.50 3.63  0.069
H57 -3.04 -2.77 2.45  0.397
H58 -1.55 -2.93 3.42  0.403
H59 -3.94 -1.48 0.98  0.344
C43 -0.88 -6.90 -7.77  -0.783
O1 -1.01 -5.49 -7.52  -0.405
C44 -0.57 -4.98 -6.34  0.875
C45 -0.81 -3.59 -6.08  -0.755
C46 -0.48 -3.02 -4.88  -0.394
C47 0.00 -3.83 -3.78  -0.213
C48 0.26 -3.39 -2.45  -0.466
C49 0.08 -4.38 -1.40  0.703
C50 -1.21 -4.98 -1.23  -0.136
C51 -1.42 -5.96 -0.26  -0.702
C52 -0.33 -6.44 0.48  -0.429
C53 0.96 -5.91 0.27  -0.862
C54 1.16 -4.86 -0.61  0.109
C55 0.22 -5.21 -4.07  -0.331
C56 -0.02 -5.77 -5.31  -0.502
H60 -1.29 -7.02 -8.77  0.244
H61 0.17 -7.22 -7.76  0.339
H62 -1.46 -7.49 -7.05  0.353
H63 -1.23 -3.01 -6.90  0.441
H64 -0.63 -1.95 -4.72  0.539
H65 0.65 -2.41 -2.23  0.209
H66 -2.04 -4.64 -1.86  0.435
H67 -2.43 -6.35 -0.10  0.439
H68 -0.48 -7.23 1.22  0.426
H69 1.81 -6.33 0.81  0.449
H70 2.14 -4.41 -0.75  0.433
H71 0.58 -5.86 -3.28  0.378
H72 0.21 -6.82 -5.46  0.414


The following is a DFT calculation (wB97M-V/def2-TZVPD) of a cluster of 4 separate species, C5H16O3 in total.

## Properties
Structure (SMILES) = C=CCCC.O.O.O
Total charge = 0
LUMO energy = 0.4 eV
E_HOMO = -0.357 hartree
Molecular weight = 124.180 u
Spin multiplicity = 1
Kohn-Sham gap = 10.08 eV

Each line ends with the natural charge from an NBO analysis.
Element x y z (Å)
C1 0.81 0.29 1.48  -0.625
C2 0.01 0.19 0.17  -0.395
C3 -1.45 -0.15 0.39  -0.455
C4 -2.11 -0.41 -0.95  -0.164
C5 -2.44 0.58 -1.77  -0.412
H1 1.86 0.45 1.27  0.219
H2 0.58 1.09 2.18  0.212
H3 0.73 -0.69 1.97  0.200
H4 0.04 1.10 -0.42  0.192
H5 0.56 -0.55 -0.42  0.192
H6 -2.05 0.55 0.98  0.219
H7 -1.60 -1.05 0.97  0.214
H8 -2.24 -1.43 -1.28  0.210
H9 -2.51 1.65 -1.59  0.190
H10 -2.73 0.50 -2.82  0.192
H11 -0.21 -2.85 1.29  0.471
H12 0.05 -3.54 -0.07  0.474
O1 -0.63 -3.33 0.57  -0.941
H13 2.60 -0.25 -0.52  0.460
H14 3.94 -0.73 -0.73  0.468
O2 3.28 -0.73 -0.03  -0.925
H15 1.09 3.18 -0.99  0.461
H16 1.27 2.63 0.36  0.464
O3 1.14 3.49 -0.07  -0.922


The following is a DFT calculation (wB97M-V/def2-TZVPD) of a structure of composition C3H7Br2N2.

## Properties
Total charge = +1
LUMO energy = -4.2 eV
E_HOMO = -0.525 hartree
Molecular weight = 230.911 u
Spin multiplicity = 1
Kohn-Sham gap = 10.13 eV

Each line ends with the natural charge from an NBO analysis.
Element x y z (Å)
C1 -0.54 0.47 0.41  0.539
C2 0.84 -1.13 -1.00  -0.746
C3 0.98 -0.07 -0.05  -0.147
N1 -1.59 0.22 -0.37  -0.740
N2 -0.64 1.25 1.45  -0.730
Br1 1.95 1.45 -0.74  0.177
Br2 1.89 -0.71 1.65  0.098
H1 1.78 -1.59 -1.15  0.280
H2 0.22 -1.90 -0.70  0.243
H3 0.54 -0.85 -1.96  0.247
H4 -1.32 -0.43 -1.14  0.431
H5 -2.61 0.35 -0.22  0.457
H6 0.03 1.16 2.22  0.455
H7 -1.54 1.78 1.60  0.436


The following is a DFT calculation (wB97M-V/def2-TZVPD) of a cluster of 3 separate species, C4H14N2O2 in total.

## Properties
Structure (SMILES) = [H]/N=C/NCCC.O.O
Total charge = 0
LUMO energy = 0.8 eV
E_HOMO = -0.332 hartree
Molecular weight = 122.168 u
Spin multiplicity = 1
Kohn-Sham gap = 9.87 eV

Each line ends with the natural charge from an NBO analysis.
Element x y z (Å)
C1 -2.06 0.04 -0.08  -0.625
C2 -1.29 -1.06 -0.81  -0.405
C3 -0.02 -1.55 -0.12  -0.221
N1 0.95 -0.69 0.52  -0.621
C4 1.53 0.40 -0.09  0.261
N2 1.93 1.40 0.60  -0.756
H1 -2.75 -0.40 0.64  0.210
H2 -1.37 0.72 0.41  0.212
H3 -2.70 0.64 -0.74  0.214
H4 -1.05 -0.76 -1.83  0.171
H5 -1.94 -1.92 -0.95  0.213
H6 -0.32 -2.30 0.60  0.204
H7 0.53 -2.15 -0.85  0.193
H8 0.79 -0.55 1.51  0.422
H9 1.86 0.23 -1.11  0.171
H10 2.50 2.04 0.07  0.346
H11 1.35 1.30 2.81  0.498
H12 0.42 0.80 3.82  0.464
O1 1.09 0.46 3.21  -0.954
H13 0.49 1.57 -1.95  0.472
H14 -0.34 0.60 -2.82  0.467
O2 0.42 1.19 -2.84  -0.936